Record 1
Computed, not measured: a 3-piece molecular cluster, C2H4N2S2 overall, with ωB97M-V/def2-TZVPD.

CARTESIAN COORDINATES (ANGSTROEM)
C1 -0.563 1.375 -0.990
C2 0.058 0.052 0.863
N1 0.598 0.907 -1.158
N2 1.040 0.179 -0.055
S1 2.549 -0.433 0.087
S2 -1.409 0.861 0.469
H1 -0.892 1.946 -1.875
H2 -0.581 -2.475 0.590
H3 -1.143 -1.939 0.267
H4 0.342 -0.471 1.801

Output
Charge: 0
Energy relative to the best compared isomer or geometry (same formula, charge and spin): 377.38 kJ/mol
Frontier orbital gap (spin up / spin down): 7.55 / 7.56 eV
LUMO level (spin up / spin down): -0.23 / -0.23 eV
Max |F|: 3.57 eV/A

---

Record 2
Computed, not measured: one molecule with the formula C25H26N2O5, with ωB97M-V/def2-TZVPD.

CARTESIAN COORDINATES (ANGSTROEM)
C1 2.451 0.411 1.885
O1 2.978 -0.820 1.446
C2 2.257 -1.561 0.550
C3 0.944 -1.272 0.224
C4 0.206 -2.051 -0.675
C5 -1.167 -1.788 -1.002
C6 -2.030 -0.875 -0.494
C7 -1.749 0.062 0.508
N1 -1.609 0.861 1.327
C8 -3.433 -0.877 -1.043
O2 -3.761 -1.626 -1.942
N2 -4.267 -0.001 -0.451
C9 -5.657 0.149 -0.828
C10 -6.590 -0.218 0.344
C11 -7.144 1.017 1.058
C12 -6.069 2.090 1.182
C13 -5.662 2.611 -0.204
C14 -5.923 1.577 -1.307
C15 0.840 -3.147 -1.270
C16 2.146 -3.442 -0.958
C17 2.882 -2.674 -0.054
O3 4.148 -3.118 0.141
C18 5.083 -2.407 0.924
C19 5.446 -1.047 0.387
C20 5.227 -0.718 -0.945
C21 5.561 0.535 -1.417
C22 6.133 1.476 -0.564
C23 6.480 2.805 -1.108
O4 6.297 3.150 -2.249
O5 7.034 3.627 -0.201
C24 6.366 1.145 0.769
C25 6.022 -0.107 1.236
H1 2.214 1.068 1.043
H2 1.559 0.274 2.504
H3 3.241 0.863 2.483
H4 0.466 -0.423 0.679
H5 -1.601 -2.428 -1.764
H6 -3.923 0.593 0.287
H7 -5.805 -0.551 -1.656
H8 -7.417 -0.826 -0.024
H9 -6.026 -0.829 1.052
H10 -7.992 1.422 0.505
H11 -7.505 0.730 2.048
H12 -5.206 1.665 1.701
H13 -6.434 2.916 1.794
H14 -6.228 3.514 -0.439
H15 -4.607 2.889 -0.195
H16 -6.962 1.632 -1.633
H17 -5.294 1.794 -2.172
H18 0.301 -3.764 -1.971
H19 2.647 -4.285 -1.408
H20 5.972 -3.049 0.912
H21 4.736 -2.319 1.960
H22 4.790 -1.447 -1.612
H23 5.390 0.806 -2.448
H24 7.242 4.477 -0.618
H25 6.811 1.874 1.428
H26 6.194 -0.363 2.272

Output
Charge: 0
Energy relative to the best compared isomer or geometry (same formula, charge and spin): 149.12 kJ/mol
SMILES: COc1cc(/C=C(\C#N)C(=O)NC2CCCCC2)ccc1OCc1ccc(C(=O)O)cc1
Frontier orbital gap: 7.83 eV
LUMO level: -0.49 eV
Max |F|: 1.50 eV/A

---

Record 3
Computed, not measured: one molecule with the formula C5H14N2, with ωB97M-V/def2-TZVPD.

CARTESIAN COORDINATES (ANGSTROEM)
C1 1.736 1.377 1.224
C2 1.171 -0.017 0.841
C3 0.389 0.025 -0.435
N1 1.197 0.249 -1.706
C4 -0.516 -1.293 -0.573
N2 -1.666 -1.148 0.420
C5 -2.619 -0.035 -0.082
H1 1.647 2.055 0.397
H2 1.105 1.994 1.904
H3 2.807 1.157 1.643
H4 1.941 -0.808 0.585
H5 0.668 -0.532 1.717
H6 -0.250 0.986 -0.394
H7 1.800 1.202 -1.619
H8 1.763 -0.563 -1.769
H9 -0.788 -1.275 -1.599
H10 0.231 -2.119 -0.419
H11 -2.085 -1.989 0.651
H12 -2.069 0.811 -0.563
H13 -3.222 -0.432 -0.956
H14 -3.241 0.354 0.734

Output
Charge: 0
Energy relative to the best compared isomer or geometry (same formula, charge and spin): 224.89 kJ/mol
SMILES: CC[C@@H](N)CNC
Frontier orbital gap: 9.95 eV
LUMO level: 1.16 eV
Max |F|: 4.72 eV/A

---

Record 4
Computed, not measured: a 2-piece molecular cluster, CH3NOS overall, with ωB97M-V/def2-TZVPD.

CARTESIAN COORDINATES (ANGSTROEM)
O1 1.685 1.497 0.254
C1 1.676 0.322 0.111
S1 1.846 -1.162 -0.007
N1 -1.056 -0.044 -0.189
H1 -0.739 -0.932 0.182
H2 -1.788 -0.144 -0.876
H3 -1.624 0.463 0.524

Output
Charge: 0
Energy relative to the best compared isomer or geometry (same formula, charge and spin): 22.40 kJ/mol
SMILES: O=C=S.N
Frontier orbital gap: 10.96 eV
LUMO level: 0.73 eV
Max |F|: 6.48 eV/A

---

Record 5
Computed, not measured: C2H4INS as an isolated structure, with ωB97M-V/def2-TZVPD.

CARTESIAN COORDINATES (ANGSTROEM)
C1 -0.501 0.537 -0.141
C2 -0.327 -0.936 0.103
N1 0.806 1.027 -0.557
S1 0.983 -1.029 -1.239
I1 2.039 1.525 0.956
H1 -1.184 0.855 -1.024
H2 -0.773 0.911 0.858
H3 0.218 -1.356 1.069
H4 -1.261 -1.534 -0.026

Output
Charge: 0
Energy relative to the best compared isomer or geometry (same formula, charge and spin): 284.81 kJ/mol
Frontier orbital gap: 7.71 eV
LUMO level: -1.16 eV
Max |F|: 3.39 eV/A

---

Record 6
Computed, not measured: a 2-piece molecular cluster, C4H8NO2S overall, with ωB97M-V/def2-TZVPD.

CARTESIAN COORDINATES (ANGSTROEM)
O1 -1.809 -1.669 0.481
C1 -1.115 -1.608 -0.608
C2 0.231 -0.795 -0.363
C3 1.410 -1.436 -0.318
S1 -1.354 3.332 0.139
N1 0.044 0.475 -0.064
C4 0.905 1.102 0.891
O2 2.179 0.995 0.703
H1 -0.816 -2.586 -1.035
H2 -1.544 -1.004 -1.442
H3 2.331 -0.847 -0.205
H4 1.454 -2.504 -0.162
H5 -2.175 2.680 -0.700
H6 -0.820 1.025 -0.115
H7 0.514 2.175 0.932
H8 0.566 0.664 1.867

Output
Charge: -1
Energy relative to the best compared isomer or geometry (same formula, charge and spin): 644.92 kJ/mol
Frontier orbital gap: 4.51 eV
LUMO level: 0.36 eV
Max |F|: 1.06 eV/A

---

Record 7
Computed, not measured: one molecule with the formula C5H7NO, with ωB97M-V/def2-TZVPD.

CARTESIAN COORDINATES (ANGSTROEM)
C1 -1.186 -2.054 -0.261
N1 -0.290 -1.142 -0.945
C2 0.476 -0.437 -0.232
O1 0.300 -0.202 1.142
C3 -0.036 1.084 0.594
C4 1.210 1.869 0.528
C5 0.973 0.899 -0.602
H1 -2.231 -1.839 -0.530
H2 -0.950 -3.051 -0.630
H3 -1.102 -2.035 0.834
H4 -1.062 1.060 0.209
H5 1.967 1.669 1.281
H6 1.156 2.908 0.210
H7 0.776 1.271 -1.598

Output
Charge: 0
Energy relative to the best compared isomer or geometry (same formula, charge and spin): 403.83 kJ/mol
Frontier orbital gap: 9.82 eV
LUMO level: 1.01 eV
Max |F|: 1.51 eV/A

---

Record 8
Computed, not measured: a 2-piece molecular cluster, C5H14N2O overall, with ωB97M-V/def2-TZVPD.

CARTESIAN COORDINATES (ANGSTROEM)
C1 -1.256 -1.329 -0.284
C2 -0.801 -0.179 0.706
C3 0.756 0.026 0.253
C4 1.578 1.124 0.940
C5 0.604 2.974 -0.421
N1 1.278 2.524 0.531
N2 -0.846 -0.304 2.188
H1 -0.373 -1.958 -0.447
H2 -1.515 -0.947 -1.275
H3 -1.798 -2.182 0.014
H4 -1.477 0.612 0.474
H5 1.167 -0.946 0.691
H6 0.745 0.106 -0.733
H7 1.154 1.075 2.060
H8 2.668 0.975 0.952
H9 -0.009 2.427 -1.177
H10 0.448 4.009 -0.475
H11 -1.008 -1.153 2.565
H12 -1.522 0.245 2.659
H13 -0.550 -2.416 -2.723
H14 0.465 -2.517 -3.700
O1 0.291 -2.166 -2.796

Output
Charge: +1
Energy relative to the best compared isomer or geometry (same formula, charge and spin): 373.85 kJ/mol
2S+1: 2
Frontier orbital gap (spin up / spin down): 8.70 / 4.95 eV
LUMO level (spin up / spin down): -4.54 / -8.24 eV
Max |F|: 5.90 eV/A

---

Record 9
Computed, not measured: a 4-piece molecular cluster, C6H14O2 overall, with ωB97M-V/def2-TZVPD.

CARTESIAN COORDINATES (ANGSTROEM)
C1 -0.474 0.070 1.510
C2 0.588 0.639 0.532
C3 1.616 -0.134 0.390
C4 1.860 -1.536 0.493
C5 2.448 -2.349 -0.413
C6 0.497 2.081 0.088
H1 -1.324 0.751 1.361
H2 -0.828 -0.881 1.109
H3 -0.110 0.070 2.532
H4 0.740 -0.842 -1.664
H5 1.392 -1.972 1.376
H6 3.400 -2.133 -0.888
H7 2.095 -3.355 -0.585
H8 -0.460 2.192 -0.437
H9 0.272 2.596 1.028
H10 1.350 2.502 -0.430
H11 -2.843 -0.659 -1.729
H12 0.224 -0.889 -2.199
O1 -2.291 -0.511 -0.958
H13 -3.334 1.906 0.111
H14 -2.306 0.535 -0.841
O2 -2.512 1.920 -0.387

Output
Charge: 0
Energy relative to the best compared isomer or geometry (same formula, charge and spin): 884.09 kJ/mol
Frontier orbital gap: 3.81 eV
LUMO level: -3.40 eV
Max |F|: 3.83 eV/A

---

Record 10
Computed, not measured: a 3-piece molecular cluster, C4H11NO3 overall, with ωB97M-V/def2-TZVPD.

CARTESIAN COORDINATES (ANGSTROEM)
C1 0.396 0.824 1.360
N1 0.549 -0.488 0.750
C2 -0.424 -1.532 1.046
O1 -1.256 -1.216 1.971
O2 -0.251 -2.614 0.369
C3 -0.134 1.903 0.303
C4 -0.382 1.185 -1.069
H1 -0.386 0.659 2.134
H2 1.268 1.219 1.872
H3 0.958 -0.554 -0.202
H4 -1.477 -0.608 -0.521
H5 0.459 2.832 0.414
H6 -1.127 2.168 0.697
H7 -0.857 0.225 -0.678
H8 -0.968 1.689 -1.828
H9 0.556 0.760 -1.492
H10 0.868 -2.271 -2.489
H11 1.275 -2.341 -1.003
O3 0.933 -1.839 -1.636

Output
Charge: -1
Energy relative to the best compared isomer or geometry (same formula, charge and spin): 180.73 kJ/mol
2S+1: 2
Frontier orbital gap (spin up / spin down): 7.53 / 7.60 eV
LUMO level (spin up / spin down): 3.72 / 3.55 eV
Max |F|: 7.36 eV/A

---

Record 11
Computed, not measured: C62H50Cl2F3N7O2S4Ta as an isolated structure, with ωB97M-V/def2-TZVPD.

CARTESIAN COORDINATES (ANGSTROEM)
Ta1 0.476 -0.021 -1.254
N1 -0.489 1.287 -0.222
S1 -1.158 2.054 0.856
N2 -1.660 1.222 2.130
S2 -2.701 0.058 2.029
N3 -2.435 -1.145 1.089
S3 -1.050 -1.959 0.979
N4 -0.009 -1.314 0.141
C1 -1.599 -3.488 0.339
C2 -0.887 -4.639 0.665
C3 -1.266 -5.830 0.066
C4 -2.315 -5.851 -0.843
C5 -2.996 -4.684 -1.172
C6 -2.646 -3.484 -0.580
C7 -0.451 -2.256 2.589
C8 -1.159 -3.091 3.453
C9 -0.676 -3.256 4.737
C10 0.484 -2.597 5.138
C11 1.170 -1.767 4.261
C12 0.708 -1.591 2.965
C13 -2.901 -0.405 3.706
C14 -3.925 -1.323 3.940
C15 -4.172 -1.702 5.246
C16 -3.403 -1.173 6.280
C17 -2.384 -0.266 6.021
C18 -2.121 0.137 4.718
C19 -4.289 0.564 1.499
C20 -4.930 1.531 2.273
C21 -6.191 1.939 1.882
C22 -6.786 1.384 0.751
C23 -6.127 0.423 -0.004
C24 -4.858 0.000 0.362
C25 -2.508 2.954 0.198
C26 -2.953 4.114 0.832
C27 -4.006 4.804 0.258
C28 -4.594 4.336 -0.915
C29 -4.142 3.171 -1.521
C30 -3.082 2.465 -0.969
C31 -0.099 3.225 1.600
C32 -0.224 3.561 2.945
C33 0.610 4.547 3.449
C34 1.532 5.172 2.616
C35 1.637 4.821 1.275
C36 0.814 3.840 0.745
H1 -0.053 -4.614 1.354
H2 -0.739 -6.743 0.313
H3 -2.605 -6.787 -1.303
H4 -3.804 -4.709 -1.891
H5 -3.167 -2.572 -0.833
H6 -2.060 -3.601 3.133
H7 -1.198 -3.909 5.426
H8 0.860 -2.744 6.143
H9 2.077 -1.269 4.579
H10 1.240 -0.974 2.256
H11 -4.525 -1.717 3.127
H12 -4.970 -2.401 5.460
H13 -3.607 -1.469 7.302
H14 -1.798 0.141 6.835
H15 -1.332 0.840 4.497
H16 -4.468 1.941 3.164
H17 -6.721 2.680 2.468
H18 -7.779 1.701 0.461
H19 -6.603 -0.006 -0.877
H20 -4.330 -0.747 -0.210
H21 -2.482 4.486 1.733
H22 -4.362 5.717 0.718
H23 -5.410 4.891 -1.362
H24 -4.609 2.812 -2.430
H25 -2.714 1.555 -1.423
H26 -0.948 3.068 3.578
H27 0.536 4.832 4.491
H28 2.176 5.944 3.018
H29 2.362 5.311 0.638
H30 0.901 3.540 -0.293
F1 -4.299 -0.016 -5.040
C37 -3.019 -0.196 -5.415
F2 -2.688 -1.455 -5.124
F3 -2.960 -0.045 -6.738
C38 -2.129 0.814 -4.725
C39 -2.026 2.079 -5.288
C40 -1.253 3.057 -4.683
C41 -0.592 2.731 -3.516
N5 -0.702 1.525 -2.959
C42 -1.446 0.579 -3.538
S4 -1.455 -0.887 -2.559
H31 -2.550 2.291 -6.213
H32 -1.168 4.048 -5.106
H33 0.037 3.450 -3.000
Cl1 5.954 -2.674 -5.198
C43 4.865 -3.399 -4.082
C44 4.927 -4.770 -3.889
C45 3.992 -5.405 -3.091
C46 2.978 -4.675 -2.488
C47 2.969 -3.309 -2.674
Cl2 1.574 -2.498 -1.884
C48 3.901 -2.610 -3.445
N6 3.818 -1.223 -3.604
C49 4.777 -0.293 -3.171
C50 5.969 -0.701 -2.575
C51 6.891 0.232 -2.131
C52 6.640 1.592 -2.257
C53 5.444 1.998 -2.826
C54 4.509 1.079 -3.288
C55 3.186 1.573 -3.863
C56 2.106 1.197 -2.910
O1 1.873 1.773 -1.820
O2 1.426 0.106 -3.113
H34 5.696 -5.336 -4.399
H35 4.033 -6.479 -2.960
H36 2.214 -5.156 -1.893
H37 2.918 -0.882 -3.888
H38 6.182 -1.758 -2.464
H39 7.821 -0.112 -1.694
H40 7.369 2.322 -1.932
H41 5.231 3.057 -2.932
H42 2.971 1.125 -4.835
H43 3.213 2.657 -3.964
C57 5.965 0.468 2.483
C58 4.739 0.311 1.627
C59 3.578 1.045 1.856
C60 2.486 0.874 1.037
N7 2.465 0.009 0.006
C61 3.584 -0.696 -0.221
C62 4.716 -0.571 0.557
H44 5.827 1.224 3.253
H45 6.822 0.751 1.871
H46 6.216 -0.478 2.967
H47 3.528 1.766 2.664
H48 1.594 1.454 1.204
H49 3.581 -1.366 -1.062
H50 5.590 -1.157 0.303

Output
Charge: +3
Energy relative to the best compared isomer or geometry (same formula, charge and spin): 64.02 kJ/mol
Frontier orbital gap: 6.37 eV
LUMO level: -7.38 eV
Max |F|: 2.35 eV/A

---

Record 12
Computed, not measured: C8H14ClNO3S as an isolated structure, with ωB97M-V/def2-TZVPD.

CARTESIAN COORDINATES (ANGSTROEM)
C1 0.744 0.485 -0.296
C2 -3.817 -0.077 -1.090
C3 -2.632 -0.932 -0.930
C4 -2.900 0.109 0.022
C5 -2.665 -2.459 -0.622
C6 2.217 0.215 1.647
C7 2.908 1.837 -0.288
C8 2.210 0.556 0.106
N1 0.032 1.442 0.404
O1 0.290 -0.392 -0.977
O2 -1.373 2.639 -1.432
O3 -1.993 2.759 1.068
S1 -1.493 2.032 -0.128
Cl1 -3.190 0.006 1.622
H1 -3.897 0.743 -1.781
H2 -4.783 -0.354 -0.764
H3 -1.832 -0.805 -1.575
H4 -1.840 -2.838 -0.142
H5 -2.976 -2.952 -1.508
H6 -3.604 -2.691 0.074
H7 3.165 0.175 2.038
H8 1.773 -0.762 1.792
H9 1.725 1.083 2.277
H10 2.278 2.689 -0.099
H11 3.870 1.829 0.204
H12 3.067 1.866 -1.440
H13 2.896 -0.292 -0.262
H14 0.505 2.303 0.514

Output
Charge: 0
Energy relative to the best compared isomer or geometry (same formula, charge and spin): 251.72 kJ/mol
Frontier orbital gap: 9.13 eV
LUMO level: -0.23 eV
Max |F|: 5.74 eV/A

---

Repeat the fifth record exactly.
Computed, not measured: C2H4INS as an isolated structure, with ωB97M-V/def2-TZVPD.

CARTESIAN COORDINATES (ANGSTROEM)
C1 -0.501 0.537 -0.141
C2 -0.327 -0.936 0.103
N1 0.806 1.027 -0.557
S1 0.983 -1.029 -1.239
I1 2.039 1.525 0.956
H1 -1.184 0.855 -1.024
H2 -0.773 0.911 0.858
H3 0.218 -1.356 1.069
H4 -1.261 -1.534 -0.026

Output
Charge: 0
Energy relative to the best compared isomer or geometry (same formula, charge and spin): 284.81 kJ/mol
Frontier orbital gap: 7.71 eV
LUMO level: -1.16 eV
Max |F|: 3.39 eV/A

---

- What is the charge in the eleventh record?
  +3

---

- Which value of charge does entry 1 give?
  0

---

- Which of these has the highest max |F|?
  C4H11NO3